# 1
ORCA calculation (ωB97M-V/def2-TZVPD) on a cluster of 11 separate species, C23H68N2O11 in total.

Cartesian coordinates (Å):
N: -0.7382 -1.4953 4.7613
C: -0.3575 -1.2666 3.5462
N: -1.3226 -1.0593 2.7500
O: 0.9510 -1.1244 3.1692
H: -0.0202 -1.3817 5.5611
H: -1.7178 -1.5439 5.0407
H: -1.0646 -0.8828 1.8698
H: -2.2811 -1.3442 2.8144
C: 3.5274 0.0450 -3.0151
C: 3.1614 -0.0467 -1.4822
C: 4.2953 -0.0297 -0.4480
O: 2.2426 0.6212 -1.0424
H: 2.7766 0.2383 -3.7342
H: 3.7383 -0.9611 -3.3202
H: 4.2777 0.8204 -3.1652
H: 2.7531 -1.0182 -1.4207
H: 4.5660 0.9892 -0.2516
H: 5.1545 -0.5429 -0.7548
H: 3.9544 -0.3727 0.5421
H: 1.5784 -0.0005 -0.7003
C: 3.6886 2.2730 4.7419
C: 2.5431 1.7505 3.8687
C: 3.0571 1.1599 2.5682
O: 1.6838 1.0344 4.3664
H: 4.1700 3.1093 4.2866
H: 4.3769 1.4796 4.9330
H: 3.2920 2.7005 5.7033
H: 2.0181 2.6834 3.6411
H: 2.1788 1.0188 1.9516
H: 3.5688 0.1310 2.6987
H: 3.7703 1.8893 2.0820
H: 1.4670 0.2947 3.7883
C: 1.5444 3.4626 0.1796
C: 2.5717 3.8501 -0.8221
C: 3.9391 4.0188 -0.1896
O: 2.6947 3.1022 -1.7442
H: 0.4808 3.6456 -0.1824
H: 1.6104 4.0034 1.0987
H: 1.7604 2.3719 0.4371
H: 2.3042 4.8472 -1.2345
H: 4.5130 4.8462 -0.5909
H: 4.5248 3.1397 -0.2491
H: 3.9559 4.1728 0.8366
H: 2.5070 2.1880 -1.5083
C: -2.1389 -1.5409 -4.4295
C: -0.5947 -1.6901 -4.7821
C: 0.2009 -1.2617 -3.5732
O: -0.2526 -2.8691 -5.0341
H: -2.6012 -2.2714 -3.6510
H: -2.6593 -1.8087 -5.2650
H: -2.5342 -0.5374 -4.1531
H: -0.4253 -1.0709 -5.6822
H: 0.1158 -0.2217 -3.3888
H: 1.2220 -1.3532 -3.7626
H: 0.1839 -1.7302 -2.6183
H: 0.3406 -2.8740 -5.7674
C: -5.8137 -1.3228 3.1075
C: -4.6567 -1.3236 2.1822
C: -4.0331 0.0028 1.8305
O: -3.6874 -2.0431 2.6185
H: -6.2894 -2.2839 2.8635
H: -6.4544 -0.5205 2.9578
H: -5.4631 -1.2479 4.1635
H: -4.8777 -1.8587 1.2711
H: -4.6424 0.6657 1.1980
H: -3.1909 -0.1486 1.1924
H: -3.6237 0.5625 2.7147
H: -3.9880 -2.9370 2.5480
C: -2.6829 -2.2554 -0.8211
C: -2.8537 -3.6836 -0.4945
C: -3.8316 -4.3840 -1.4664
O: -1.7756 -4.3864 -0.3229
H: -2.1328 -1.7193 -0.0208
H: -3.5481 -1.6897 -0.7582
H: -2.2957 -1.8592 -1.7948
H: -3.3575 -3.7079 0.4848
H: -4.6556 -3.8296 -1.6927
H: -4.2633 -5.2853 -1.0656
H: -3.3840 -4.6920 -2.3945
H: -1.2540 -4.3734 -1.1085
C: -1.6211 2.8214 1.8651
O: -0.4242 2.4432 2.4663
H: -1.4446 3.5963 1.0733
H: -2.3616 3.2574 2.5127
H: -2.2288 2.0032 1.5096
H: -0.5471 2.6885 3.3698
C: 1.0739 2.1474 -4.4402
O: 0.7668 1.3748 -5.5714
H: 1.2298 1.5609 -3.5603
H: 0.1537 2.8055 -4.1742
H: 1.9618 2.7850 -4.6280
H: 1.5120 0.8340 -5.8709
C: 0.7715 -2.5451 0.1011
O: 1.8359 -1.9255 0.7417
H: 0.3567 -1.8317 -0.5935
H: -0.0508 -2.5812 0.8097
H: 0.8479 -3.5312 -0.3908
H: 1.5034 -1.3831 1.4710
C: -0.9674 0.9769 -0.8631
O: -0.3005 0.6721 0.3075
H: -2.0444 1.1668 -0.6952
H: -0.9431 0.1307 -1.5717
H: -0.5114 1.8490 -1.3172
H: -0.3658 1.4176 0.9822

The value obtained for the total energy is -1853.857262 Ha. As for the SMILES: NC(N)=O.CC(C)O.CC(C)O.CC(C)O.CC(C)O.CC(C)O.CC(C)O.CO.CO.CO.CO. Its total charge is 0. The value obtained for the molar mass is 548.8 Da. The calculation puts the energy above the lowest of the compared OMol25 structures with the same formula, charge and spin at 884.3 kJ/mol.

***

# 2
ORCA calculation (ωB97M-V/def2-TZVPD) on a cluster of 3 separate species, C4H15N3S in total.

Cartesian coordinates (Å):
C: 0.9335 0.0360 1.3945
C: 1.1901 -0.0854 -2.0060
C: 0.5415 -1.2435 -1.9477
C: -0.4068 -0.2858 0.8142
N: -1.2789 0.6959 0.7619
N: -1.2696 3.2082 1.6771
N: -0.6219 -1.4504 0.2646
S: 1.4829 -2.8749 -2.0855
H: 1.3818 -0.9431 1.8556
H: 1.7388 0.5096 0.7182
H: 0.7769 0.7403 2.3014
H: 0.6864 0.8315 -2.0448
H: 2.2134 0.0104 -2.2597
H: -0.4997 -1.4351 -1.9545
H: -2.1956 0.5963 0.5123
H: -0.9353 1.7255 0.9046
H: -1.3984 4.1437 1.3885
H: -0.4195 3.1646 2.2535
H: -2.0460 3.0761 2.3361
H: 1.4435 -2.9397 -3.4575
H: -0.1269 -2.1816 0.5838
H: -1.5084 -1.6875 -0.1556
H: 0.3179 -3.6109 -1.8551

The value obtained for the total energy is -723.167758 Ha. Its total charge is +2. The value obtained for the molar mass is 137.3 Da. The calculation puts the energy above the lowest of the compared OMol25 structures with the same formula, charge and spin at 22.8 kJ/mol.

***

# 3
ORCA calculation (ωB97M-V/def2-TZVPD) on a structure of composition C20H17N3O3.

Cartesian coordinates (Å):
O: -3.5802 1.0912 0.4256
C: -2.4538 0.9754 0.2335
N: -1.7335 1.7206 -0.7635
C: -0.4261 1.8620 -0.9727
C: 0.0544 0.7880 -1.3619
C: 1.6135 0.7718 -1.4468
C: 2.3468 1.9705 -1.2375
C: 1.6709 3.1587 -1.2640
C: 0.3377 3.1711 -0.9792
H: -0.2315 3.9839 -0.6321
H: 2.4437 4.0351 -1.1767
H: 3.4904 2.0212 -1.7544
C: 2.2320 -0.4312 -1.8783
O: 3.6816 -0.4774 -2.2556
N: 1.8280 -1.6814 -1.8257
N: 0.6985 -2.0395 -1.2230
C: 0.2112 -3.3214 -1.1499
C: -0.9815 -3.7064 -0.8163
C: -2.1398 -3.1316 -0.8785
C: -3.0392 -4.0301 -0.3475
C: -2.5135 -5.1300 -0.4908
O: -1.0072 -5.0127 -0.6174
H: -2.7064 -6.2412 -0.2473
H: -4.0387 -3.8484 -0.0938
H: -2.2799 -1.9303 -1.1453
H: 1.0473 -4.1797 -1.4946
H: 2.3929 -2.4663 -1.8578
H: -0.1781 -0.2417 -1.5342
H: -2.2806 2.6142 -0.9774
C: -1.5441 0.2006 1.2468
C: -0.2894 0.9900 1.6383
C: 0.8596 0.5481 1.6101
C: 2.0316 1.1422 2.1767
C: 1.6986 2.4959 2.7827
C: 0.4880 3.0160 2.8425
C: -0.3733 2.1669 2.2280
H: -1.6176 2.7085 2.2068
H: 0.5022 3.8532 3.4459
H: 2.6993 3.0073 3.1036
H: 3.1797 0.8096 2.1777
H: 1.0528 -0.6261 1.4227
H: -1.9763 -0.0608 2.1757
H: -1.1703 -0.5458 0.7057

The value obtained for the total energy is -1161.813122 Ha. Its total charge is 0. The value obtained for the molar mass is 347.4 Da. The calculation puts the energy above the lowest of the compared OMol25 structures with the same formula, charge and spin at 1516.9 kJ/mol.

***

# 4
ORCA calculation (ωB97M-V/def2-TZVPD) on a structure of composition C39H60N2O2P3SSiY.

Cartesian coordinates (Å):
Y: 0.7173 -0.6304 -0.8874
C: -2.9408 -3.0280 1.0131
C: -2.7367 -3.2897 -0.4750
C: -2.0033 -4.6067 -0.7203
P: -1.9575 -1.8224 -1.3360
C: -2.1744 -2.3715 -3.1149
C: -2.5375 -1.2814 -4.1227
C: -0.8707 -3.0485 -3.5556
C: -3.2466 -0.5668 -0.9765
C: -4.5251 -0.7509 -1.4958
C: -5.5298 0.1771 -1.2613
C: -5.2524 1.2986 -0.4977
C: -3.9848 1.4726 0.0449
C: -2.9601 0.5490 -0.1610
Si: -1.2243 0.7158 0.6520
C: -0.9926 2.6219 0.9589
C: -1.7330 3.1526 2.0226
C: -1.7339 4.5003 2.3518
C: -0.9724 5.3846 1.6088
C: -0.2006 4.8954 0.5683
C: -0.1850 3.5374 0.2382
P: 1.0390 3.0613 -1.0419
C: 1.3268 4.3640 -2.3223
C: 1.8435 5.7495 -1.9262
C: 0.1472 4.4720 -3.2888
C: 2.7026 2.9682 -0.2252
C: 3.1078 1.5206 0.0584
C: 2.8167 3.8140 1.0456
C: -1.5197 -0.1469 2.3463
C: -2.7448 -0.0895 3.0193
C: -2.9994 -0.8441 4.1553
C: -2.0210 -1.6918 4.6516
C: -0.7962 -1.7744 4.0072
C: -0.5375 -1.0186 2.8618
P: 1.0983 -1.1320 2.0364
C: 1.7411 -2.8296 2.4080
C: 0.8946 -3.8724 1.6804
C: 3.2058 -2.9194 1.9734
C: 2.1424 -0.0368 3.1419
C: 1.4469 1.3162 3.3113
C: 2.4495 -0.6230 4.5177
H: -3.4451 -3.8831 1.4684
H: -3.5531 -2.1430 1.1827
H: -1.9945 -2.8784 1.5347
H: -3.7273 -3.3643 -0.9365
H: -0.9590 -4.5535 -0.4024
H: -2.0309 -4.9064 -1.7675
H: -2.4809 -5.4020 -0.1443
H: -2.9769 -3.1158 -3.1061
H: -1.7493 -0.5324 -4.1813
H: -3.4610 -0.7681 -3.8624
H: -2.6663 -1.7340 -5.1089
H: -0.0738 -2.2971 -3.6124
H: -0.9816 -3.4798 -4.5529
H: -0.5428 -3.8361 -2.8775
H: -4.7457 -1.6205 -2.1061
H: -6.5164 0.0287 -1.6807
H: -6.0220 2.0397 -0.3203
H: -3.7924 2.3606 0.6365
H: -2.3377 2.4835 2.6237
H: -2.3323 4.8537 3.1823
H: -0.9616 6.4419 1.8392
H: 0.4194 5.5899 0.0240
H: 2.1576 3.8701 -2.8437
H: 1.0349 6.4112 -1.6190
H: 2.2998 6.2053 -2.8065
H: 2.5995 5.7231 -1.1419
H: -0.7466 4.8301 -2.7731
H: -0.0928 3.5144 -3.7454
H: 0.3854 5.1889 -4.0770
H: 3.3962 3.3703 -0.9702
H: 2.4226 1.0620 0.7765
H: 4.1067 1.4981 0.4990
H: 3.1289 0.9223 -0.8556
H: 2.0568 3.5401 1.7753
H: 2.7077 4.8788 0.8459
H: 3.7980 3.6604 1.4996
H: -3.5375 0.5365 2.6236
H: -3.9638 -0.7815 4.6442
H: -2.2111 -2.2925 5.5319
H: -0.0486 -2.4521 4.3993
H: 1.6871 -3.0114 3.4820
H: 0.8948 -3.6799 0.6027
H: -0.1374 -3.8768 2.0302
H: 1.3090 -4.8714 1.8317
H: 3.3039 -2.7286 0.9035
H: 3.5852 -3.9245 2.1680
H: 3.8416 -2.2144 2.5103
H: 3.0849 0.1133 2.6076
H: 0.6142 1.2295 4.0109
H: 1.0364 1.7010 2.3760
H: 2.1493 2.0516 3.7095
H: 1.5319 -0.7515 5.0942
H: 3.0852 0.0747 5.0675
H: 2.9710 -1.5780 4.4766
C: 4.5600 -3.7609 -3.6048
O: 3.8562 -3.4378 -2.3939
C: 3.0423 -2.4090 -2.3470
O: 2.4229 -2.1698 -1.3090
N: 2.8972 -1.6258 -3.4386
N: 2.0149 -0.5527 -3.3043
H: 5.1142 -4.6651 -3.3823
H: 5.2598 -2.9669 -3.8677
H: 3.8597 -3.9556 -4.4171
H: 3.4603 -1.7292 -4.2665
H: 1.3373 -0.5330 -4.0585
H: 2.4844 0.3429 -3.2310
S: -0.8332 1.2291 -2.3764
C: 0.7050 1.5352 -1.7335

The value obtained for the total energy is -3532.023816 Ha. Its total charge is +1. Its expectation value of S² is 0.755. The value obtained for the molar mass is 830.9 Da. As for the spin multiplicity: 2. The calculation puts the energy above the lowest of the compared OMol25 structures with the same formula, charge and spin at 0.0 kJ/mol.

***

# 5
ORCA calculation (ωB97M-V/def2-TZVPD) on a structure of composition C15H37BaN2O5.

Cartesian coordinates (Å):
Ba: 23.1865 -10.3662 -4.5089
C: 26.8672 -11.2710 -7.4384
C: 26.6183 -10.3088 -6.3246
C: 27.7495 -9.3268 -6.1600
O: 25.3227 -9.7304 -6.3549
H: 26.0595 -12.0018 -7.3986
H: 27.8040 -11.8184 -7.3346
H: 26.8735 -10.9823 -8.4894
H: 26.6359 -10.8930 -5.4046
H: 28.7597 -9.7348 -6.1948
H: 27.6089 -8.6870 -5.2887
H: 27.8776 -8.7711 -7.0889
C: 19.6569 -11.4871 -4.7279
O: 20.9227 -11.6613 -5.4103
C: 21.0912 -13.0944 -5.6175
C: 22.2923 -13.2563 -6.4509
N: 23.5698 -12.8994 -5.6856
C: 23.8858 -13.8230 -4.5352
C: 23.8895 -15.2291 -5.0995
O: 24.7461 -15.3660 -6.2358
C: 25.1194 -16.7172 -6.2942
H: 19.4632 -11.9317 -3.7517
H: 18.7661 -11.7427 -5.3016
H: 19.5289 -10.5014 -4.2805
H: 20.2746 -13.4661 -6.2364
H: 21.3132 -13.7433 -4.7702
H: 22.1004 -12.5431 -7.2525
H: 22.3625 -14.2511 -6.8908
H: 24.3462 -12.8464 -6.3293
H: 23.2143 -13.8373 -3.6767
H: 24.8169 -13.4126 -4.1445
H: 22.9622 -15.6644 -5.4719
H: 24.0817 -15.8899 -4.2542
H: 24.2878 -17.3955 -6.1032
H: 25.8751 -16.8926 -5.5285
H: 25.5803 -16.8534 -7.2725
C: 19.5080 -7.6047 -3.4814
O: 20.8529 -7.9187 -3.3016
C: 21.5690 -7.6017 -2.1472
C: 23.0046 -8.0104 -2.0704
N: 23.6161 -7.8696 -3.4127
C: 25.0550 -7.7703 -3.3575
C: 25.7213 -8.9630 -2.5544
O: 25.2376 -10.4086 -2.8028
C: 26.0657 -11.4269 -2.2798
H: 19.4276 -6.5220 -3.3838
H: 18.8244 -8.0786 -2.7770
H: 19.1191 -7.9254 -4.4479
H: 21.1634 -8.0704 -1.2505
H: 21.4193 -6.5245 -2.0744
H: 23.0784 -9.0308 -1.6942
H: 23.6311 -7.4335 -1.3901
H: 23.2040 -7.0756 -3.8815
H: 25.5199 -6.8227 -3.0853
H: 25.3742 -7.7356 -4.3991
H: 25.5875 -8.8834 -1.4756
H: 26.8069 -8.9463 -2.6511
H: 26.9061 -11.5347 -2.9655
H: 25.5712 -12.3667 -2.0339
H: 26.4401 -11.0394 -1.3322

The value obtained for the total energy is -1104.587444 Ha. Its total charge is +1. The value obtained for the molar mass is 462.8 Da. The calculation puts the energy above the lowest of the compared OMol25 structures with the same formula, charge and spin at 220.5 kJ/mol.

***

# 6
ORCA calculation (ωB97M-V/def2-TZVPD) on a cluster of 3 separate species, C7H15NO in total.

Cartesian coordinates (Å):
C: -0.0919 0.3531 -0.6682
C: 1.8640 0.1702 0.2031
C: -0.2057 -0.3219 -1.9997
C: 2.2702 -1.2283 0.5702
C: 2.0110 1.2083 1.2749
N: -0.4385 -0.1974 0.4854
C: -2.4923 -0.1033 0.1018
C: -3.1894 0.8921 0.6441
O: -3.0447 -1.1679 -0.5530
H: -4.0181 -1.1151 -0.5364
H: -0.4531 -1.2151 0.4274
H: -0.1388 1.4415 -0.6899
H: 2.2736 0.4817 -0.7571
H: 0.6071 0.0007 -2.6545
H: -0.1876 -1.4064 -1.9029
H: -1.1562 -0.0415 -2.4573
H: 1.7839 -1.5520 1.4918
H: 1.6343 2.1798 0.9518
H: 3.0692 1.3497 1.5317
H: 1.4791 0.9115 2.1787
H: 3.3533 -1.2777 0.7427
H: 2.0389 -1.9441 -0.2203
H: -2.6893 1.7125 1.1357
H: -4.2792 0.8694 0.6997

The value obtained for the total energy is -405.500196 Ha. Its total charge is 0. The value obtained for the molar mass is 129.2 Da. The calculation puts the energy above the lowest of the compared OMol25 structures with the same formula, charge and spin at 622.5 kJ/mol.